101
Properties=species:S:1:pos:R:3 method="wB97M-V/def2-TZVPD" gap_ev=5.125 total_charge=+1
C -1.109 -4.238 -1.802
C -1.159 -3.099 -1.123
N -1.549 -1.777 -0.517
C -3.037 -1.830 -0.128
P -4.170 -1.416 -1.588
O -3.757 -2.177 -2.886
O -5.739 -2.028 -1.170
O -4.386 0.250 -1.885
N -1.440 -0.708 -1.436
C -0.210 -0.719 -1.941
O 0.855 -0.530 -2.583
H -1.160 -5.203 -2.457
H -0.988 -1.618 0.359
H -3.224 -1.164 0.795
H -3.220 -2.946 0.164
H -6.107 -2.439 -2.004
H -3.531 0.742 -1.938
C -4.106 1.623 2.135
O -3.852 0.758 1.307
N -3.722 1.599 3.443
C -4.062 2.664 4.365
C -2.950 0.473 3.930
H -4.687 2.521 1.871
H -3.141 3.099 4.758
H -4.651 2.248 5.186
H -4.642 3.444 3.868
H -2.021 0.403 3.356
H -3.525 -0.445 3.782
H -2.718 0.595 4.989
C 0.335 1.062 6.449
O -0.732 0.467 6.440
N 0.512 2.379 6.126
C 1.815 3.010 6.163
C -0.638 3.168 5.736
H 1.273 0.558 6.731
H 1.786 3.842 6.872
H 2.055 3.388 5.165
H 2.585 2.302 6.473
H -1.365 3.166 6.553
H -1.099 2.714 4.854
H -0.341 4.193 5.509
C 5.848 0.008 -4.361
O 6.930 -0.534 -4.226
N 4.745 -0.558 -4.941
C 3.490 0.155 -5.063
C 4.836 -1.912 -5.448
H 5.670 1.038 -4.010
H 2.713 -0.402 -4.530
H 3.227 0.229 -6.121
H 3.564 1.158 -4.642
H 5.107 -2.584 -4.629
H 5.617 -1.956 -6.211
H 3.883 -2.225 -5.880
C 1.421 3.429 -5.314
O 2.238 2.673 -5.814
N 1.598 4.129 -4.152
C 0.578 5.009 -3.622
C 2.846 3.986 -3.429
H 0.440 3.610 -5.782
H 0.983 6.022 -3.552
H 0.290 4.661 -2.626
H -0.304 5.021 -4.265
H 3.672 4.290 -4.077
H 2.983 2.936 -3.156
H 2.841 4.602 -2.528
C -0.094 1.782 10.529
O 0.199 2.220 9.429
N -1.193 1.020 10.810
C -1.474 0.537 12.147
C -2.108 0.684 9.736
H 0.533 1.979 11.414
H -1.503 -0.555 12.131
H -2.444 0.925 12.468
H -0.706 0.864 12.851
H -1.565 0.134 8.963
H -2.500 1.607 9.300
H -2.932 0.075 10.111
C -1.871 -7.516 -0.676
O -1.575 -7.076 -1.778
N -2.967 -8.280 -0.401
C -3.250 -8.766 0.935
C -3.877 -8.619 -1.478
H -1.248 -7.318 0.210
H -3.276 -9.858 0.918
H -4.223 -8.381 1.254
H -2.486 -8.437 1.642
H -3.330 -9.167 -2.249
H -4.271 -7.698 -1.915
H -4.700 -9.231 -1.107
C 6.173 3.181 -9.532
O 6.460 3.618 -10.631
N 5.077 2.412 -9.247
C 4.803 1.928 -7.910
C 4.162 2.070 -10.317
H 6.801 3.381 -8.648
H 4.779 0.834 -7.926
H 3.831 2.311 -7.587
H 5.570 2.259 -7.206
H 4.706 1.522 -11.091
H 3.763 2.990 -10.754
H 3.342 1.456 -9.940